Density functional theory data (the ωB97M-V functional and the def2-TZVPD basis) for 6 unconnected molecules or ions with the total composition C6H24O6.

```
36
Properties=species:S:1:pos:R:3:forces:R:3
C 4.1767 3.7664 0.5434 -0.22 -0.01 -0.01
O 4.1849 3.3281 1.9045 0.06 0.08 -0.32
H 5.1315 4.2483 0.3516 0.05 -0.02 0.00
H 4.0469 2.9311 -0.1499 0.08 -0.01 0.04
H 3.3803 4.4911 0.3581 0.05 0.02 0.06
H 3.2950 3.0490 2.1359 0.03 -0.07 0.09
C 4.4297 0.0338 3.7366 0.17 -0.05 -0.58
O 4.6451 -0.7262 4.9049 -0.05 0.20 0.00
H 4.2031 1.0588 4.0249 -0.15 -0.02 0.08
H 5.3159 0.0963 3.0915 0.03 -0.12 0.18
H 3.6140 -0.3791 3.1300 -0.09 0.15 0.11
H 4.8445 -1.6452 4.6670 -0.07 -0.13 0.19
C 4.6343 -4.2144 3.4783 0.20 0.04 0.15
O 5.3616 -3.4234 4.4289 -0.10 0.07 -0.37
H 5.0834 -5.2038 3.3755 0.00 0.00 -0.01
H 3.6247 -4.3300 3.8596 -0.04 0.04 0.03
H 4.6009 -3.7310 2.5002 -0.06 0.00 0.00
H 6.2024 -3.1814 4.0253 0.10 -0.11 0.12
C 7.6776 0.7465 5.6584 -0.10 0.38 0.14
O 8.2878 0.5500 4.3959 0.03 -0.05 -0.01
H 7.7358 1.7939 5.9964 0.05 -0.09 -0.15
H 6.6229 0.4567 5.6576 0.12 -0.12 0.05
H 8.2236 0.1534 6.3886 -0.04 -0.14 -0.01
H 7.7503 1.0057 3.7352 -0.10 -0.04 -0.02
C 3.8296 2.1670 6.8086 0.15 0.41 0.05
O 3.5778 0.8129 7.0669 -0.17 -0.06 0.05
H 4.9036 2.3942 6.7557 -0.06 -0.06 -0.08
H 3.3530 2.5140 5.8822 0.03 0.01 0.02
H 3.4217 2.7570 7.6315 -0.04 -0.08 -0.03
H 3.8749 0.2984 6.3056 0.13 -0.31 0.06
C 7.6292 3.3367 2.6856 -0.07 0.18 -0.32
O 6.7333 2.2282 2.6467 0.36 0.02 -0.08
H 8.5664 3.0903 2.1808 -0.02 -0.14 0.11
H 7.2225 4.2116 2.1701 -0.12 -0.06 0.12
H 7.8427 3.6118 3.7182 -0.01 -0.04 0.03
H 5.9218 2.4688 2.1826 -0.12 0.10 0.29
```
Positions in Å, forces in eV/Å.

Total charge ... 0
HOMO level ... -9.53 eV
LUMO energy ... 0.40 eV
HOMO-LUMO gap ... 9.93 eV
Electronic energy ... -694.33814 a.u.

Results of the Löwdin charge analysis, in e, for atoms 1 through 8:
1. C -0.129
2. O -0.135
3. H 0.077
4. H 0.083
5. H 0.082
6. H 0.088
7. C -0.144
8. O -0.141